The following is a DFT calculation (ωB97M-V with the def2-TZVPD basis set) of C28H30BCl2I2MoN2O6 as an isolated structure.

Geometry as XYZ:
```
72
Properties=species:S:1:pos:R:3
Mo 0.33 1.72 -0.49
I 4.78 -0.77 -1.42
C 3.17 -0.52 -2.70
C 3.14 -1.12 -3.97
C 2.09 -0.95 -4.83
I 2.15 -1.86 -6.71
C 0.98 -0.14 -4.45
C -0.14 0.18 -5.24
C -1.12 1.00 -4.73
C -1.02 1.47 -3.42
N 0.01 1.18 -2.64
C 1.01 0.41 -3.16
C 2.11 0.25 -2.28
O 2.04 0.92 -1.15
H 3.98 -1.73 -4.27
H -0.22 -0.21 -6.25
H -1.97 1.28 -5.33
H -1.79 2.09 -2.99
Cl 2.54 4.73 5.98
C 2.27 4.10 4.39
C 3.38 3.66 3.63
C 3.22 3.16 2.37
Cl 4.57 2.62 1.45
C 1.93 3.04 1.80
O 1.79 2.56 0.61
C 0.84 3.48 2.57
C -0.46 3.42 2.02
O -0.77 2.91 0.92
C 1.02 4.02 3.87
H 4.38 3.73 4.06
H -1.28 3.86 2.60
H 0.16 4.35 4.44
C 2.08 -3.13 1.28
C 1.03 -2.09 1.58
C -0.31 -2.74 1.89
O 0.84 -1.26 0.39
B 0.61 0.01 0.83
O 0.73 0.17 2.18
C 1.44 -1.03 2.65
C 1.00 -1.33 4.06
C 2.92 -0.68 2.60
H 1.71 -3.82 0.53
H 2.31 -3.70 2.18
H 2.99 -2.68 0.91
H -0.64 -3.31 1.01
H -1.07 -1.98 2.12
H -0.24 -3.42 2.73
H -0.08 -1.43 4.14
H 1.32 -0.52 4.72
H 1.47 -2.25 4.41
H 3.24 -0.44 1.58
H 3.53 -1.50 2.97
H 3.10 0.19 3.22
O -1.69 1.26 -0.67
C -2.52 0.31 -0.60
C -2.16 -1.09 -0.98
C -2.89 -1.55 -2.26
C -4.33 -2.00 -2.04
C -5.27 -0.93 -1.52
C -4.87 -0.35 -0.17
N -3.76 0.60 -0.24
H -2.41 -1.76 -0.16
H -1.08 -1.13 -1.12
H -2.32 -2.39 -2.67
H -2.85 -0.76 -3.01
H -4.33 -2.85 -1.34
H -4.72 -2.39 -2.98
H -6.27 -1.36 -1.41
H -5.36 -0.11 -2.24
H -4.62 -1.15 0.53
H -5.71 0.20 0.27
H -3.93 1.56 -0.01
```

Values from the calculation:
Charge   +1
Frontier orbital gap (spin up / spin down)   6.9341 / 6.7895 eV
Spin multiplicity   3
Energy relative to the best compared isomer or geometry (same formula, charge and spin)   0.031 eV